{"formula": "C38H43CaCl5F3NO5", "method": "wB97M-V/def2-TZVPD", "species": ["Ca", "C", "C", "C", "C", "C", "C", "C", "N", "C", "C", "C", "C", "C", "C", "O", "C", "C", "C", "C", "C", "C", "C", "C", "C", "O", "C", "C", "C", "C", "C", "C", "H", "H", "H", "H", "H", "H", "H", "H", "H", "H", "H", "H", "H", "H", "H", "H", "H", "H", "H", "H", "H", "H", "H", "H", "H", "H", "H", "H", "H", "H", "H", "H", "H", "H", "H", "H", "H", "H", "H", "H", "Cl", "C", "C", "C", "Cl", "C", "Cl", "C", "Cl", "C", "Cl", "F", "C", "F", "F", "C", "O", "O", "C", "C", "O", "H", "H", "H"], "positions_angstrom": [[-0.330, -0.593, 0.124], [-3.182, 6.607, -1.038], [-3.870, 5.242, -1.181], [-4.023, 4.957, -2.680], [-5.269, 5.329, -0.547], [-3.083, 4.134, -0.485], [-3.111, 2.814, -0.928], [-2.397, 1.843, -0.263], [-2.579, 0.457, -0.585], [-2.428, 0.036, -1.949], [-3.550, -0.352, -2.649], [-3.468, -0.698, -3.992], [-2.215, -0.590, -4.591], [-1.064, -0.198, -3.923], [-1.131, 0.093, -2.524], [-0.124, 0.382, -1.773], [0.272, -0.085, -4.658], [0.808, 1.345, -4.488], [1.274, -1.084, -4.064], [0.157, -0.381, -6.156], [-4.716, -1.178, -4.725], [-5.227, -2.463, -4.055], [-5.807, -0.097, -4.653], [-4.460, -1.483, -6.203], [-1.526, 2.120, 0.831], [-0.731, 1.200, 1.252], [-1.673, 3.419, 1.409], [-2.405, 4.371, 0.711], [-1.010, 3.803, 2.737], [-1.752, 4.958, 3.429], [0.434, 4.241, 2.453], [-1.008, 2.643, 3.745], [-3.701, 7.347, -1.654], [-2.144, 6.548, -1.367], [-3.201, 6.963, -0.008], [-4.540, 5.789, -3.165], [-4.604, 4.052, -2.854], [-3.045, 4.831, -3.145], [-5.863, 6.116, -1.023], [-5.189, 5.545, 0.519], [-5.791, 4.378, -0.661], [-3.692, 2.502, -1.787], [-4.488, -0.398, -2.106], [-2.138, -0.833, -5.641], [0.933, 1.560, -3.429], [0.103, 2.066, -4.908], [1.772, 1.459, -4.991], [1.409, -0.887, -3.004], [2.242, -1.005, -4.567], [0.908, -2.105, -4.184], [-0.531, 0.304, -6.656], [-0.175, -1.406, -6.331], [1.141, -0.269, -6.616], [-5.511, -2.273, -3.021], [-4.439, -3.217, -4.053], [-6.096, -2.861, -4.588], [-6.023, 0.168, -3.619], [-6.731, -0.456, -5.117], [-5.478, 0.804, -5.173], [-3.727, -2.282, -6.318], [-4.102, -0.600, -6.735], [-5.393, -1.807, -6.668], [-2.453, 5.368, 1.130], [-1.649, 5.909, 2.904], [-1.335, 5.093, 4.429], [-2.814, 4.727, 3.529], [0.442, 5.072, 1.744], [0.989, 3.406, 2.025], [0.929, 4.562, 3.374], [-2.033, 2.360, 3.995], [-0.503, 2.955, 4.663], [-0.502, 1.769, 3.349], [3.019, -1.219, 0.334], [2.281, -2.494, -0.575], [0.925, -2.371, -0.836], [0.370, -3.417, -1.563], [-1.328, -3.346, -1.892], [1.109, -4.494, -2.045], [0.385, -5.709, -3.043], [2.466, -4.579, -1.745], [3.401, -5.920, -2.297], [3.060, -3.568, -0.995], [4.746, -3.667, -0.610], [-1.964, -2.979, 3.211], [-1.289, -1.970, 3.791], [-1.075, -2.350, 5.073], [-2.140, -0.918, 3.855], [0.041, -1.595, 3.013], [0.972, -1.229, 3.709], [-0.076, -1.754, 1.780], [-3.864, 0.330, 1.502], [-3.191, -0.359, 0.329], [-3.245, -1.571, 0.183], [-4.463, -0.402, 2.037], [-4.495, 1.142, 1.140], [-3.122, 0.743, 2.181]], "mulliken_charge": [1.479, -1.959, 1.938, -1.978, -1.594, -0.504, -0.823, -0.088, 1.003, -0.383, -0.447, -0.805, -0.163, -0.552, 1.485, -1.647, 2.521, -1.811, -1.306, -2.473, 2.311, -1.669, -1.692, -2.273, 0.430, -1.143, -0.327, 0.630, 2.406, -2.135, -1.742, -1.924, 0.465, 0.403, 0.340, 0.465, 0.367, 0.428, 0.438, 0.298, 0.320, 0.233, 0.678, 0.655, 0.311, 0.331, 0.476, 0.021, 0.551, 0.233, 0.418, 0.416, 0.457, 0.339, 0.317, 0.446, 0.299, 0.449, 0.348, 0.384, 0.396, 0.457, 0.052, 0.363, 0.488, 0.402, 0.286, 0.316, 0.460, 0.353, 0.520, 0.280, -0.244, 1.002, -1.890, 0.676, -0.116, -0.024, -0.242, 0.474, -0.252, -0.118, -0.248, -0.274, 0.762, -0.308, -0.231, 0.427, -0.695, -0.579, -1.300, 1.063, -0.555, 0.562, 0.224, -0.136], "charge": -2, "homo_lumo_gap_ev": 6.224, "de_lowest_kcal_mol": 29.67}

=====

{"formula": "C38H43CrGeN15O2S2", "method": "wB97M-V/def2-TZVPD", "species": ["Cr", "N", "C", "N", "N", "N", "N", "C", "N", "N", "N", "N", "H", "C", "O", "C", "C", "C", "C", "C", "C", "N", "N", "C", "C", "C", "C", "O", "C", "N", "C", "C", "C", "C", "H", "H", "H", "H", "H", "H", "H", "H", "H", "H", "H", "H", "S", "C", "N", "C", "C", "C", "N", "H", "H", "H", "H", "H", "H", "H", "H", "N", "S", "C", "C", "C", "C", "C", "C", "C", "C", "C", "C", "C", "C", "H", "H", "H", "H", "H", "H", "H", "H", "H", "H", "H", "C", "Ge", "C", "C", "C", "H", "H", "H", "H", "H", "H", "H", "H", "H", "H", "H"], "positions_angstrom": [[-1.971, -1.966, -0.266], [-4.845, -3.798, -0.645], [-4.714, -3.129, 0.554], [-5.606, -3.179, 1.536], [-5.074, -2.424, 2.506], [-3.934, -1.947, 2.128], [-3.676, -2.366, 0.869], [-3.722, -4.238, -1.338], [-3.741, -5.256, -2.173], [-2.470, -5.322, -2.636], [-1.745, -4.401, -2.108], [-2.521, -3.674, -1.262], [-5.626, -4.431, -0.687], [4.802, 4.944, -1.693], [3.973, 3.936, -2.228], [4.459, 2.660, -2.209], [5.679, 2.302, -1.659], [6.073, 0.966, -1.694], [5.259, -0.009, -2.236], [4.048, 0.370, -2.828], [3.654, 1.692, -2.810], [5.809, -1.345, -2.267], [5.133, -2.366, -2.055], [3.767, -2.308, -1.640], [2.880, -3.085, -2.345], [1.502, -2.967, -2.172], [0.954, -2.061, -1.262], [-0.316, -1.862, -1.229], [1.884, -1.370, -0.380], [1.374, -0.599, 0.613], [2.195, -0.018, 1.447], [3.597, -0.155, 1.391], [4.133, -0.899, 0.382], [3.283, -1.516, -0.565], [4.245, 5.874, -1.776], [5.737, 5.031, -2.254], [5.038, 4.757, -0.641], [6.335, 3.035, -1.211], [7.032, 0.672, -1.282], [3.407, -0.370, -3.289], [2.712, 1.995, -3.253], [3.277, -3.760, -3.097], [0.806, -3.571, -2.740], [1.746, 0.605, 2.220], [4.224, 0.330, 2.130], [5.204, -1.032, 0.304], [-0.569, -3.562, 1.420], [-0.289, -2.642, 2.812], [-1.219, -1.864, 3.378], [-1.022, -1.210, 4.656], [0.414, -0.722, 4.745], [1.347, -1.905, 4.550], [0.928, -2.678, 3.390], [-2.147, -1.842, 2.948], [-1.233, -1.904, 5.478], [-1.734, -0.389, 4.730], [0.607, -0.245, 5.706], [0.588, 0.014, 3.954], [1.349, -2.534, 5.446], [2.369, -1.563, 4.381], [1.604, -3.228, 2.887], [-1.674, -0.256, 0.884], [-1.675, 1.213, 0.338], [-0.343, 2.111, 1.127], [0.708, 2.520, 0.323], [1.786, 3.181, 0.900], [1.801, 3.422, 2.264], [0.741, 3.006, 3.063], [-0.339, 2.349, 2.495], [-3.051, 2.107, 1.073], [-3.261, 3.432, 0.711], [-4.334, 4.115, 1.258], [-5.189, 3.470, 2.146], [-4.979, 2.141, 2.478], [-3.901, 1.445, 1.939], [-1.410, -0.347, 1.860], [0.694, 2.302, -0.738], [2.616, 3.487, 0.277], [2.643, 3.936, 2.712], [0.754, 3.200, 4.129], [-1.180, 2.038, 3.105], [-2.594, 3.921, 0.008], [-4.513, 5.148, 0.983], [-6.033, 4.005, 2.565], [-5.658, 1.628, 3.147], [-3.747, 0.391, 2.149], [-3.334, 0.802, -4.352], [-2.076, -0.219, -3.213], [-0.558, 1.008, -2.924], [-1.401, -1.652, -4.356], [-3.035, -0.835, -1.642], [-2.801, 1.308, -5.163], [-3.879, 1.552, -3.774], [-4.064, 0.121, -4.797], [-0.072, 1.168, -3.891], [0.172, 0.568, -2.238], [-0.880, 1.978, -2.539], [-1.298, -1.272, -5.377], [-2.080, -2.507, -4.364], [-0.433, -2.003, -4.007], [-3.838, -1.460, -2.051], [-3.535, 0.003, -1.139]], "mulliken_spin": [3.219, 0.007, 0.031, -0.001, 0.009, 0.004, -0.076, 0.022, -0.001, 0.008, 0.007, -0.059, 0.000, 0.000, 0.000, 0.001, -0.001, 0.002, 0.000, 0.001, -0.001, 0.005, -0.001, 0.011, -0.003, 0.002, -0.014, 0.040, -0.009, -0.001, 0.007, -0.004, 0.003, -0.003, 0.000, 0.000, 0.000, 0.000, 0.000, 0.000, 0.000, 0.000, 0.002, 0.001, 0.000, 0.000, -0.011, 0.004, 0.000, -0.001, 0.000, 0.000, 0.000, -0.004, 0.000, 0.000, 0.000, 0.000, 0.000, 0.000, -0.001, -0.079, 0.008, 0.004, 0.001, -0.001, 0.001, -0.001, 0.000, 0.008, -0.001, 0.000, 0.000, -0.001, 0.000, 0.004, 0.000, 0.000, 0.000, 0.000, 0.000, 0.000, 0.000, 0.000, 0.000, 0.008, -0.008, 0.008, 0.005, 0.003, -0.194, -0.001, 0.000, 0.001, 0.000, -0.002, 0.000, 0.000, 0.000, -0.001, 0.019, 0.023], "multiplicity": 4, "charge": -1, "homo_lumo_gap_ev": [6.464, 6.609], "de_lowest_kcal_mol": 4.06}

=====

{"formula": "C38H43CsN7O3P", "method": "wB97M-V/def2-TZVPD", "species": ["Cs", "C", "C", "C", "C", "C", "N", "C", "C", "C", "C", "C", "C", "C", "N", "C", "C", "C", "N", "C", "C", "N", "C", "C", "C", "N", "H", "H", "H", "H", "H", "H", "H", "H", "H", "H", "H", "H", "H", "H", "H", "H", "H", "H", "C", "C", "C", "C", "C", "C", "H", "H", "H", "H", "H", "H", "C", "C", "O", "P", "O", "C", "C", "O", "C", "C", "H", "H", "H", "H", "H", "H", "H", "H", "H", "H", "H", "H", "H", "H", "H", "N", "C", "C", "C", "C", "N", "C", "C", "H", "H", "H", "H"], "positions_angstrom": [[0.371, 0.391, 0.965], [-3.859, -2.258, -3.620], [-3.445, -1.492, -2.392], [-3.700, -1.966, -1.110], [-3.327, -1.244, 0.012], [-2.686, 0.000, -0.068], [-2.342, 0.696, 1.079], [-3.195, 1.650, 1.507], [-4.426, 1.963, 0.869], [-5.290, 2.935, 1.339], [-5.010, 3.688, 2.476], [-5.922, 4.785, 2.960], [-3.816, 3.399, 3.121], [-2.947, 2.414, 2.680], [-1.794, 2.177, 3.508], [-1.800, 2.129, 4.858], [-0.494, 2.051, 5.281], [0.248, 2.044, 4.088], [-0.541, 2.119, 3.023], [-2.407, 0.449, -1.377], [-2.782, -0.276, -2.499], [-1.786, 1.723, -1.597], [-2.223, 2.697, -2.426], [-1.324, 3.732, -2.351], [-0.363, 3.288, -1.425], [-0.640, 2.073, -0.977], [-4.246, -3.243, -3.358], [-4.640, -1.733, -4.176], [-3.022, -2.403, -4.307], [-4.212, -2.916, -0.989], [-3.558, -1.609, 1.006], [-4.700, 1.401, -0.015], [-6.215, 3.115, 0.800], [-6.929, 4.658, 2.561], [-6.000, 4.792, 4.049], [-5.573, 5.774, 2.653], [-3.537, 3.969, 4.002], [-2.727, 2.145, 5.404], [-0.136, 1.998, 6.295], [1.319, 1.989, 3.957], [-2.533, 0.120, -3.479], [-3.144, 2.585, -2.973], [-1.371, 4.676, -2.864], [0.515, 3.801, -1.062], [2.898, -2.674, 2.477], [1.599, -3.098, 2.722], [0.793, -2.399, 3.614], [1.292, -1.281, 4.269], [2.594, -0.859, 4.024], [3.394, -1.551, 3.124], [3.526, -3.220, 1.784], [1.217, -3.980, 2.221], [-0.224, -2.722, 3.799], [0.663, -0.731, 4.957], [2.983, 0.013, 4.535], [4.406, -1.218, 2.930], [3.959, -0.384, -4.630], [3.911, 0.803, -3.696], [4.229, 0.399, -2.356], [3.018, 0.366, -1.261], [3.509, -0.926, -0.394], [3.471, -2.210, -1.031], [4.872, -2.763, -1.130], [3.428, 1.501, -0.192], [4.620, 1.491, 0.626], [5.792, 2.107, -0.106], [3.754, -0.066, -5.654], [3.213, -1.130, -4.351], [4.942, -0.855, -4.605], [2.925, 1.277, -3.718], [4.643, 1.558, -3.984], [3.020, -2.132, -2.026], [2.821, -2.849, -0.433], [5.504, -2.092, -1.712], [4.863, -3.743, -1.613], [5.311, -2.874, -0.136], [4.827, 0.468, 0.936], [4.364, 2.073, 1.511], [6.143, 1.457, -0.906], [6.613, 2.279, 0.593], [5.507, 3.066, -0.539], [-2.043, -5.757, -4.231], [-1.579, -4.987, -3.516], [-1.000, -4.016, -2.611], [-1.083, -4.202, -1.240], [-0.517, -3.237, -0.422], [0.101, -2.151, -0.877], [0.146, -1.978, -2.197], [-0.384, -2.877, -3.108], [-1.578, -5.067, -0.822], [-0.566, -3.345, 0.656], [0.635, -1.072, -2.541], [-0.325, -2.693, -4.171]], "mulliken_charge": [1.641, -1.745, 0.519, -0.913, -0.817, -0.670, 0.005, 0.197, -0.484, -1.322, 0.384, -1.518, -0.551, 0.495, 0.388, -0.164, -1.132, -0.465, -0.492, 0.853, -0.040, 0.481, -0.279, -1.056, -0.821, 0.301, 0.371, 0.429, 0.309, 0.389, 0.528, 0.364, 0.328, 0.369, 0.353, 0.281, 0.503, 0.542, 0.433, 0.609, 0.452, 0.423, 0.422, 0.491, -0.448, -0.271, -0.602, -0.343, -0.569, -0.261, 0.513, 0.471, 0.362, 0.373, 0.458, 0.373, -1.003, -0.387, -0.198, -0.619, 0.337, 0.154, -1.577, -0.227, 0.101, -1.213, 0.417, 0.133, 0.279, 0.403, 0.299, 0.137, 0.232, 0.325, 0.418, 0.319, 0.086, 0.349, 0.215, 0.426, 0.287, -0.517, -0.192, 0.338, -0.759, -0.600, 0.413, -0.194, -0.669, 0.530, 0.487, 0.472, 0.551], "charge": 0, "homo_lumo_gap_ev": 5.636, "de_lowest_kcal_mol": 10.01}

=====

{"formula": "C38H43N7OS4Ti", "method": "wB97M-V/def2-TZVPD", "species": ["Ti", "C", "C", "C", "C", "C", "C", "C", "C", "C", "H", "H", "H", "H", "H", "H", "H", "H", "H", "H", "H", "H", "N", "C", "N", "C", "C", "S", "C", "C", "S", "C", "N", "N", "H", "H", "H", "H", "H", "H", "C", "C", "C", "N", "C", "S", "N", "C", "O", "C", "C", "C", "C", "C", "C", "H", "H", "H", "H", "H", "H", "H", "H", "H", "H", "H", "H", "H", "H", "N", "S", "C", "C", "C", "C", "C", "C", "C", "C", "C", "C", "C", "C", "H", "H", "H", "H", "H", "H", "H", "H", "H", "H", "H"], "positions_angstrom": [[-0.064, 0.269, 0.198], [1.905, 3.094, -0.817], [0.516, 2.542, -0.762], [-0.299, 2.732, 0.375], [-1.631, 2.298, 0.414], [-2.553, 2.691, 1.527], [-2.119, 1.559, -0.672], [-1.379, 1.416, -1.854], [-2.049, 0.892, -3.080], [-0.039, 1.858, -1.851], [1.884, 4.159, -0.580], [2.340, 2.971, -1.807], [2.554, 2.613, -0.082], [0.088, 3.324, 1.192], [-3.233, 1.886, 1.808], [-3.185, 3.506, 1.162], [-2.023, 3.078, 2.397], [-3.139, 1.190, -0.644], [-2.589, -0.036, -2.880], [-1.359, 0.752, -3.906], [-2.801, 1.627, -3.382], [0.547, 1.765, -2.757], [-1.672, 0.250, 3.445], [-1.896, -0.775, 2.602], [-1.498, -0.832, 1.322], [-1.977, -2.020, 0.736], [-2.627, -2.848, 1.567], [-2.762, -2.153, 3.133], [-1.635, -2.209, -0.658], [-2.063, -3.132, -1.533], [-1.245, -2.965, -3.041], [-0.360, -1.634, -2.414], [-0.668, -1.321, -1.152], [0.518, -0.965, -3.174], [-1.621, 1.185, 3.075], [-2.080, 0.194, 4.369], [-3.043, -3.820, 1.352], [-2.807, -3.902, -1.392], [0.884, -1.390, -4.021], [1.155, -0.338, -2.712], [3.263, -3.630, 1.839], [2.144, -4.450, 1.210], [1.276, -3.635, 0.258], [2.043, -3.220, -0.925], [2.495, -2.029, -1.242], [2.171, -0.574, -0.276], [3.316, -1.874, -2.275], [3.342, -2.816, -3.456], [2.678, -2.453, -4.386], [4.097, -4.039, -3.291], [4.955, -4.237, -2.197], [5.682, -5.407, -2.107], [5.560, -6.376, -3.101], [4.716, -6.181, -4.191], [3.984, -5.015, -4.293], [3.851, -4.240, 2.522], [2.862, -2.787, 2.411], [3.953, -3.233, 1.089], [1.489, -4.857, 1.983], [2.553, -5.312, 0.677], [0.904, -2.738, 0.750], [0.422, -4.215, -0.094], [2.443, -3.992, -1.458], [3.589, -0.927, -2.504], [5.086, -3.459, -1.453], [6.364, -5.562, -1.282], [6.140, -7.287, -3.031], [4.643, -6.936, -4.962], [3.337, -4.837, -5.142], [0.945, 0.591, 1.858], [1.123, 1.718, 3.100], [2.532, 2.702, 2.714], [2.375, 4.079, 2.831], [3.471, 4.894, 2.574], [4.682, 4.324, 2.204], [4.820, 2.939, 2.097], [3.745, 2.110, 2.362], [1.695, 0.712, 4.461], [1.298, -0.617, 4.586], [1.721, -1.329, 5.698], [2.496, -0.713, 6.672], [2.863, 0.620, 6.539], [2.465, 1.349, 5.428], [1.561, -0.189, 2.088], [1.435, 4.513, 3.155], [3.383, 5.967, 2.684], [5.536, 4.961, 2.014], [5.778, 2.511, 1.831], [3.856, 1.033, 2.321], [0.665, -1.096, 3.851], [1.433, -2.366, 5.811], [2.813, -1.273, 7.542], [3.464, 1.098, 7.301], [2.761, 2.385, 5.326]], "nbo_charge": [1.608, -0.658, 0.041, -0.288, 0.047, -0.672, -0.262, 0.100, -0.670, -0.218, 0.279, 0.254, 0.258, 0.268, 0.250, 0.306, 0.237, 0.278, 0.250, 0.258, 0.296, 0.262, -0.767, 0.273, -0.653, 0.094, -0.373, 0.584, 0.085, -0.383, 0.567, 0.283, -0.672, -0.781, 0.414, 0.442, 0.292, 0.293, 0.465, 0.407, -0.612, -0.417, -0.204, -0.554, 0.426, -0.134, -0.637, 0.712, -0.525, -0.299, -0.117, -0.228, -0.097, -0.194, -0.104, 0.259, 0.188, 0.200, 0.237, 0.231, 0.195, 0.229, 0.446, 0.437, 0.207, 0.248, 0.255, 0.259, 0.249, -1.136, 1.081, -0.223, -0.228, -0.176, -0.130, -0.183, -0.225, -0.182, -0.266, -0.172, -0.140, -0.162, -0.213, 0.419, 0.243, 0.263, 0.263, 0.256, 0.234, 0.210, 0.245, 0.261, 0.263, 0.245], "charge": 4, "homo_lumo_gap_ev": 5.586, "de_lowest_kcal_mol": 0.00}